Entry 1:
Density functional theory data (ωB97M-V/def2-TZVPD) for 2 unconnected molecules or ions with the total composition C2H4Cl2O at a distorted geometry.

Values from the calculation:
2S+1: 1
Orbital gap, eV: 10.1
Net charge: 0
LUMO energy, eV: 0.3
ΔE to the lowest compared entry with this formula, charge and spin, kcal/mol: 58.3
Energy, eV: -29228.5650

Positions of all 9 atoms, in Å:
C 0.24421 0.75700 -1.22854
C -1.85034 -1.21116 0.52165
O -2.10529 -2.46213 0.65628
Cl 1.52431 0.23575 -0.09263
Cl -0.86342 -0.66245 1.83514
H 0.73235 0.94974 -2.26108
H -0.09152 1.70390 -0.98591
H -0.50385 -0.08526 -1.25821
H -1.63823 -3.01667 1.30444

=====

Entry 2:
Density functional theory data (ωB97M-V/def2-TZVPD) for C2H2FN4OP in the gas phase at a distorted geometry.

Values from the calculation:
SMILES: O=[PH2]c1nnc(F)nn1
2S+1: 1
Orbital gap, eV: 8.6
Net charge: 0
LUMO energy, eV: -1.9
Energy, eV: -22115.2489

Positions of all 11 atoms, in Å:
O -0.02602 2.02009 -2.35639
P 0.26070 0.47373 -2.07053
C 0.07137 0.03835 -0.17412
N -0.06408 -1.35931 0.08585
N -0.23541 -1.64669 1.34968
C -0.25243 -0.50109 2.21270
F -0.50275 -0.82803 3.67180
N -0.07315 0.89716 1.94711
N 0.09832 1.18109 0.68243
H 1.51685 0.03103 -2.61931
H -0.79341 -0.30633 -2.72922

=====

Entry 3:
Density functional theory data (ωB97M-V/def2-TZVPD) for a molecular structure, C12H16Br2IrNO4Se2.

Values from the calculation:
2S+1: 2
Orbital gap (alpha / beta), eV: 7.3 / 5.6
Net charge: +1
LUMO energy (alpha / beta), eV: -3.7 / -5.4
ΔE to the lowest compared entry with this formula, charge and spin, kcal/mol: 0.0
Expectation value of S²: 0.755
Energy, eV: -295994.4105

Positions of all 38 atoms, in Å:
Ir -0.70217 1.24379 0.75328
Br -0.52087 3.75501 1.90753
C -1.86327 2.96910 3.07037
Br -1.46902 1.07419 3.19448
H -2.82297 3.07313 2.58106
H -1.79500 3.42523 4.04946
O 2.44906 -3.12454 -1.05673
C 1.93536 -3.44756 0.22197
C 1.10891 -2.25487 0.72760
C 0.48770 -2.69099 2.06327
O 0.32390 -1.56834 2.92884
C 0.07254 -1.93055 -0.35331
Se -1.51607 -0.93563 0.14749
C 2.10899 -1.11944 0.93582
Se 1.52224 0.67291 1.38376
H 2.95948 -3.86737 -1.39288
H 2.74544 -3.65653 0.93100
H 1.28689 -4.33081 0.17626
H 1.14827 -3.42075 2.54315
H -0.47885 -3.16862 1.88144
H 0.16975 -1.89662 3.82078
H -0.35160 -2.86761 -0.72467
H 0.55481 -1.45796 -1.20775
H 2.70607 -0.98922 0.02910
H 2.79350 -1.34850 1.75345
O -3.85784 2.79075 -1.20838
C -2.84327 2.27411 -0.82449
O -2.60816 1.85476 0.39319
C -1.64304 2.16673 -1.73816
C -1.71353 2.52567 -3.06727
C -0.58092 2.40507 -3.85391
C 0.58979 1.93253 -3.28054
C 0.59595 1.59339 -1.94313
N -0.50147 1.71663 -1.18774
H -2.66034 2.88619 -3.44420
H -0.60837 2.67295 -4.90131
H 1.49584 1.82346 -3.85860
H 1.48225 1.22033 -1.45022

=====

Entry 4:
Density functional theory data (ωB97M-V/def2-TZVPD) for 2 unconnected molecules or ions with the total composition C2H5BrSi at a distorted geometry.

Values from the calculation:
2S+1: 1
Orbital gap, eV: 8.7
Net charge: 0
LUMO energy, eV: 0.0
ΔE to the lowest compared entry with this formula, charge and spin, kcal/mol: 89.9
Energy, eV: -80071.3074

Positions of all 9 atoms, in Å:
C -0.50598 0.20205 -2.09859
C 0.19773 -0.65205 -1.47456
Si 1.11392 0.33502 0.79849
Br 0.75448 -2.37415 -1.82051
H -0.87687 -0.02086 -3.13627
H -0.70616 1.20433 -1.80726
H 1.48355 1.75730 0.69539
H 0.02282 0.50247 1.73096
H 2.07834 -0.63027 0.99377

=====

Entry 5:
Density functional theory data (ωB97M-V/def2-TZVPD) for a molecular structure, C33H40Cl2CrNO3S3Te at a distorted geometry.

Values from the calculation:
2S+1: 6
Orbital gap (alpha / beta), eV: 6.1 / 7.0
Net charge: 0
LUMO energy (alpha / beta), eV: -0.4 / -0.9
ΔE to the lowest compared entry with this formula, charge and spin, kcal/mol: 14.8
Expectation value of S²: 8.778
Energy, eV: -135767.1766

Positions of all 84 atoms, in Å:
Cr -0.64634 -0.97677 2.26133
Cl 5.06046 -5.47947 2.33273
C 3.90216 -4.20247 2.46213
C 4.36486 -2.91077 2.68403
C 3.45036 -1.88027 2.78033
Cl 3.99776 -0.27857 3.08973
C 2.05796 -2.07807 2.66053
O 1.24756 -1.08227 2.76403
C 1.61366 -3.42907 2.44153
C 0.23426 -3.69967 2.29103
O -0.68984 -2.81447 2.19243
C 2.55926 -4.47437 2.34743
H 5.41866 -2.72267 2.79133
H -0.07904 -4.74207 2.18413
H 2.21166 -5.48047 2.16073
C -5.60054 -0.17527 2.26983
C -4.46694 0.71423 1.80123
S -3.00154 -0.07897 1.03103
C -3.63264 -0.86217 -0.50537
C -4.33004 -2.20167 -0.33217
S -3.38574 -3.26177 0.83313
C -4.67134 -3.95497 1.93283
C -5.72264 -3.01367 2.48853
S -5.05224 -1.54337 3.36003
H -6.14644 -0.59757 1.42963
H -6.29104 0.43253 2.85813
H -4.02174 1.22573 2.65523
H -4.84734 1.45293 1.09333
H -2.72374 -0.99787 -1.09957
H -4.27854 -0.14097 -1.00877
H -4.38504 -2.70667 -1.29837
H -5.33614 -2.07827 0.05323
H -4.07974 -4.36937 2.74843
H -5.16864 -4.76837 1.40143
H -6.30334 -3.56127 3.23273
H -6.40524 -2.66277 1.71603
C -0.50164 2.98723 2.69333
C -0.60464 1.49033 2.57463
O -0.98654 0.78233 3.55843
N -0.30464 0.84493 1.49943
Te -0.37694 1.20433 -0.63807
C 0.16026 2.32183 -2.54437
C -0.01564 3.69803 -2.63917
C -0.45004 4.51793 -1.46127
C 0.20146 4.34973 -3.84967
C 0.58116 3.65323 -4.98217
C 0.78376 4.34483 -6.29597
C 0.74976 2.27953 -4.87827
C 0.54866 1.60973 -3.68057
C 0.73916 0.12503 -3.63697
C 1.64056 0.52243 -0.46157
C 1.94596 -0.83317 -0.51197
C 0.91406 -1.89927 -0.72527
C 3.26916 -1.23287 -0.35777
C 4.27856 -0.31937 -0.10537
C 5.69496 -0.75617 0.11073
C 3.93606 1.02183 -0.00127
C 2.63306 1.45793 -0.17177
C 2.32796 2.91333 -0.00467
H -1.13314 3.33813 3.50393
H -0.78104 3.45873 1.75253
H 0.53306 3.23823 2.91643
H -0.72944 3.85453 -0.63837
H -1.30704 5.13603 -1.71937
H 0.35456 5.17363 -1.13177
H 0.05876 5.42023 -3.90297
H 0.67656 5.42083 -6.19237
H 0.05366 3.99023 -7.02207
H 1.77516 4.13133 -6.68977
H 1.03346 1.71673 -5.75807
H 0.73666 -0.29197 -4.64157
H -0.06204 -0.34007 -3.05967
H 1.69026 -0.11507 -3.16177
H -0.08444 -1.53987 -0.45617
H 1.14356 -2.76707 -0.10567
H 0.90786 -2.22357 -1.76727
H 3.49356 -2.29007 -0.40827
H 5.80376 -1.82617 -0.04287
H 5.99116 -0.51387 1.12913
H 6.37696 -0.24247 -0.56447
H 4.69696 1.74363 0.25503
H 3.03286 3.36573 0.68913
H 1.31546 3.04213 0.38033
H 2.40526 3.43723 -0.95867

=====

Entry 6:
Density functional theory data (ωB97M-V/def2-TZVPD) for a molecular structure, C31H29Cl2CoN10O3 at a distorted geometry.

Values from the calculation:
2S+1: 2
Orbital gap (alpha / beta), eV: 5.6 / 5.6
Net charge: -1
LUMO energy (alpha / beta), eV: 1.6 / 1.6
Expectation value of S²: 1.038
Energy, eV: -116311.4044

Positions of all 76 atoms, in Å:
Co -0.51634 -0.16959 0.04894
O 2.52676 -0.79820 0.20643
C 3.02865 0.49220 -0.09539
C 1.90277 1.54946 -0.38531
O 2.23663 2.72516 -0.42343
O 0.75068 1.07978 -0.65605
C 3.84035 0.49155 -1.39008
C 4.88479 1.38878 -1.59181
C 5.55120 1.43148 -2.80724
C 5.17878 0.58202 -3.84028
C 4.12652 -0.30178 -3.65022
C 3.45861 -0.34267 -2.43441
C 3.85369 0.86131 1.12907
C 5.04702 0.17959 1.35788
C 5.77910 0.39474 2.51584
C 5.32626 1.30210 3.46488
C 4.13425 1.97821 3.24891
C 3.39607 1.75284 2.09296
H 1.78531 -1.03065 -0.38160
H 5.16432 2.06778 -0.79689
H 6.35989 2.13800 -2.95133
H 5.69565 0.62075 -4.79160
H 3.81336 -0.95803 -4.45336
H 2.62908 -1.02373 -2.30349
H 5.39276 -0.53360 0.61941
H 6.70347 -0.14652 2.67867
H 5.89775 1.47715 4.36858
H 3.77261 2.68829 3.98278
H 2.46399 2.27769 1.93555
N 0.84892 -1.61394 4.23261
C 1.18857 -1.19574 3.00405
N 0.15235 -1.19553 2.21213
C -0.88075 -1.64619 3.08323
N -0.46652 -1.90757 4.29309
C -2.25121 -1.75650 2.54537
C -3.61020 -1.68542 2.82282
N -4.58076 -1.36318 1.85351
C -4.28917 -1.17812 0.55291
C -2.78115 -2.70725 -0.82738
N -2.19294 -1.50254 1.25859
H 1.41939 -1.69891 5.05408
H 2.18901 -0.92703 2.69947
H -4.02402 -1.79759 3.81502
H -5.13595 -0.85420 -0.04488
H -1.45881 -1.41595 -0.42424
Cl 2.14010 -3.67336 -2.13671
C 0.44134 -4.02784 -2.10299
C 0.01793 -5.16983 -2.65223
C -1.37470 -5.54792 -2.69007
C -2.34217 -4.79020 -2.16036
C -2.02959 -3.54431 -1.50793
Cl -2.74931 -1.34067 -0.04740
C -0.44541 -3.01188 -1.46762
N -0.00276 -1.96807 -0.96150
H 0.74991 -5.83186 -3.09628
H -1.63062 -6.48913 -3.16022
H -3.38509 -5.07865 -2.21328
C -4.62002 4.39563 0.54804
C -4.87579 3.53796 -0.69275
C -5.82016 2.38713 -0.36231
C -3.60569 3.04649 -1.40874
N -2.93346 1.90865 -0.81673
C -2.28672 1.93746 0.45094
N -1.41477 1.21008 0.98685
N -2.75051 -0.21224 -1.01787
N -2.68632 0.84192 -1.72932
H -5.52729 4.94110 0.81875
H -3.82527 5.12307 0.37235
H -4.34266 3.78288 1.40492
H -5.36492 4.18440 -1.43146
H -5.38606 1.73448 0.39790
H -6.01841 1.77397 -1.24514
H -6.77205 2.76650 0.01458
H -2.90920 3.88682 -1.52556
H -3.88821 2.70241 -2.40428
H -2.67290 2.79657 1.00860

=====

> The highest energy belongs to which entry?

C2H2FN4OP

=====

> Look up the energy of the first one.

-29228.5650 eV

=====

> Which value of energy does entry 3 give?

-295994.4105 eV